DFT (ωB97M-V/def2-TZVPD) results for a 2-piece molecular cluster, C3H5N3 overall in a non-equilibrium geometry.

Cartesian coordinates (Å):
C1 0.39 0.72 0.81
C2 0.50 -2.78 0.35
C3 -1.05 0.90 -1.22
N1 0.44 0.37 1.88
N2 1.03 -2.35 1.30
N3 0.25 1.01 -0.45
H1 0.80 1.78 -0.93
H2 -1.59 1.85 -1.11
H3 -0.71 0.65 -2.16
H4 -1.55 0.06 -0.68
H5 1.49 -2.22 2.21

Output
highest occupied orbital energy: -9.7 eV
energy above the lowest of the compared OMol25 structures with the same formula, charge and spin: 2.705 eV
orbital gap: 10.388 eV

The molecule's Löwdin atomic charges, reported in e, are given here: C -0.413; C -0.104; C -0.037; N 0.125; N 0.009; N -0.061; H 0.160; H 0.085; H 0.049; H 0.100; H 0.087

***

DFT (ωB97M-V/def2-TZVPD) results for an isolated ion of composition C4H8IN2 and charge +1 in a non-equilibrium geometry.

Cartesian coordinates (Å):
C1 0.46 1.21 1.10
C2 0.75 0.33 -0.14
C3 1.76 0.66 -1.24
N1 -0.14 -0.48 -0.52
C4 -1.49 -0.91 0.08
N2 -1.70 -2.17 0.24
I1 -3.05 0.47 0.06
H1 0.99 0.74 1.94
H2 -0.59 1.15 1.35
H3 0.88 2.11 0.80
H4 2.51 1.21 -0.79
H5 1.18 1.28 -1.94
H6 2.00 -0.34 -1.50
H7 -0.92 -2.82 0.45
H8 -2.66 -2.45 0.11

Output
highest occupied orbital energy: -14.2 eV
SMILES: CC(C)=NC(=[NH2+])I
total charge: +1
energy above the lowest of the compared OMol25 structures with the same formula, charge and spin: 2.024 eV
orbital gap: 9.364 eV

The molecule's Löwdin atomic charges, reported in e, are given here: C 0.008; C -0.330; C 0.022; N 0.091; C -0.724; N 0.139; I 1.064; H 0.108; H 0.009; H 0.067; H 0.064; H 0.119; H 0.079; H 0.168; H 0.116

***

DFT (ωB97M-V/def2-TZVPD) results for one molecule with the formula C6H9NO in a non-equilibrium geometry.

Cartesian coordinates (Å):
C1 1.44 0.45 1.92
C2 1.17 -0.55 1.09
C3 0.90 -0.72 -0.48
C4 1.01 -1.86 -1.14
C5 -0.18 0.25 -0.37
O1 0.18 1.59 -0.33
N1 -1.34 -0.13 -0.78
C6 -2.47 0.76 -0.67
H1 0.97 1.43 1.89
H2 2.03 0.31 2.81
H3 1.60 -1.50 1.39
H4 0.28 -2.14 -1.88
H5 1.67 -2.64 -0.78
H6 1.05 1.73 -0.73
H7 -2.73 0.97 0.38
H8 -2.27 1.73 -1.14
H9 -3.31 0.33 -1.19

Output
highest occupied orbital energy (alpha / beta): -9.0 / -9.0 eV
SMILES: C=CC(=C)/C(O)=N/C
energy above the lowest of the compared OMol25 structures with the same formula, charge and spin: 4.315 eV
orbital gap (alpha / beta): 9.069 / 9.070 eV

The molecule's Löwdin atomic charges, reported in e, are given here: C 0.019; C -0.096; C -0.200; C 0.079; C -0.445; O 0.038; N 0.050; C -0.137; H 0.057; H 0.059; H 0.091; H 0.075; H 0.068; H 0.121; H 0.083; H 0.071; H 0.066

***

DFT (ωB97M-V/def2-TZVPD) results for one molecule with the formula C19H29FN2O5S.

Cartesian coordinates (Å):
O1 -0.40 2.39 -0.32
C1 -0.80 1.27 -0.04
N1 0.01 0.22 0.22
C2 1.46 0.28 0.12
C3 2.01 -0.10 -1.26
C4 1.62 0.90 -2.39
C5 2.98 1.42 -2.86
C6 3.71 0.31 -3.65
C7 4.08 -0.70 -2.54
C8 3.54 -0.01 -1.27
N2 3.73 1.41 -1.60
C9 4.86 2.16 -1.42
O2 5.14 3.10 -2.14
C10 5.69 1.79 -0.20
C11 7.05 2.54 -0.17
C12 7.42 2.88 1.29
S1 6.25 2.01 2.31
O3 6.64 0.62 2.38
O4 5.94 2.73 3.51
C13 4.95 2.12 1.09
C14 -2.30 0.96 0.03
F1 -2.82 1.70 1.09
C15 -2.99 1.36 -1.26
C16 -2.43 0.58 -2.45
C17 -3.21 0.92 -3.71
O5 -4.59 0.66 -3.55
C18 -5.15 1.44 -2.51
C19 -4.50 1.13 -1.17
H1 -0.42 -0.67 0.43
H2 1.76 1.30 0.36
H3 1.88 -0.39 0.87
H4 1.70 -1.12 -1.49
H5 1.07 0.42 -3.20
H6 1.02 1.71 -1.99
H7 2.97 2.39 -3.33
H8 3.07 -0.12 -4.43
H9 4.60 0.72 -4.13
H10 3.63 -1.69 -2.68
H11 5.16 -0.84 -2.48
H12 4.01 -0.32 -0.34
H13 5.88 0.72 -0.20
H14 7.82 1.92 -0.63
H15 6.96 3.44 -0.76
H16 8.42 2.56 1.58
H17 7.30 3.94 1.51
H18 4.56 3.15 1.10
H19 4.16 1.43 1.36
H20 -2.48 -0.09 0.25
H21 -2.79 2.42 -1.41
H22 -1.37 0.81 -2.60
H23 -2.51 -0.50 -2.26
H24 -3.06 1.98 -3.96
H25 -2.87 0.32 -4.55
H26 -5.03 2.51 -2.75
H27 -6.22 1.21 -2.50
H28 -4.71 0.09 -0.91
H29 -4.94 1.76 -0.39

Output
highest occupied orbital energy: -9.8 eV
SMILES: O=C(NC[C@H]1C[C@@H]2CC[C@H]1N2C(=O)[C@H]1CCS(=O)(=O)C1)[C@@H](F)C1CCOCC1
energy above the lowest of the compared OMol25 structures with the same formula, charge and spin: 0.225 eV
orbital gap: 10.130 eV

The molecule's Löwdin atomic charges, reported in e, are given here: O 0.085; C -0.442; N 0.096; C -0.135; C -0.218; C -0.066; C -0.230; C -0.096; C -0.091; C -0.233; N 0.028; C -0.405; O 0.090; C -0.255; C -0.145; C -0.209; S 0.659; O -0.308; O -0.311; C -0.177; C -0.234; F 0.020; C -0.274; C -0.120; C -0.205; O -0.131; C -0.204; C -0.125; H 0.139; H 0.128; H 0.129; H 0.143; H 0.115; H 0.102; H 0.152; H 0.111; H 0.113; H 0.112; H 0.112; H 0.146; H 0.135; H 0.123; H 0.112; H 0.108; H 0.107; H 0.131; H 0.103; H 0.152; H 0.160; H 0.107; H 0.133; H 0.130; H 0.125; H 0.128; H 0.125; H 0.130; H 0.124

***

DFT (ωB97M-V/def2-TZVPD) results for C11H14MoO5 as an isolated structure.

Cartesian coordinates (Å):
Mo1 -0.23 -0.21 -0.55
C1 -1.06 -1.40 -2.47
C2 0.29 -1.75 -2.37
C3 0.80 -2.35 -1.19
C4 -0.07 -2.65 -0.15
C5 -1.43 -2.27 -0.23
C6 -1.92 -1.62 -1.38
H1 -1.43 -0.89 -3.35
H2 0.95 -1.53 -3.20
H3 1.85 -2.58 -1.11
H4 0.31 -3.09 0.76
H5 -2.09 -2.41 0.61
H6 -2.95 -1.29 -1.42
O1 -0.57 -0.31 3.84
C7 -0.08 -0.04 2.67
O2 -0.60 -0.47 1.63
C8 1.14 0.84 2.74
O3 1.48 1.33 1.47
C9 1.13 2.66 1.17
C10 -0.18 2.80 0.42
O4 -0.85 3.74 0.24
O5 -0.58 1.53 -0.20
H7 -1.35 -0.89 3.79
H8 1.96 0.23 3.11
H9 0.97 1.63 3.48
H10 1.90 3.08 0.52
H11 1.07 3.29 2.06
C11 1.67 0.41 -1.38
H12 2.29 0.56 -0.51
H13 1.41 1.35 -1.87
H14 2.18 -0.22 -2.09

Output
highest occupied orbital energy (alpha / beta): -16.6 / -16.6 eV
total charge: +2
energy above the lowest of the compared OMol25 structures with the same formula, charge and spin: 0.663 eV
orbital gap (alpha / beta): 7.390 / 7.437 eV

The molecule's Löwdin atomic charges, reported in e, are given here: Mo 1.678; C -0.082; C -0.104; C -0.088; C -0.081; C -0.098; C -0.096; H 0.154; H 0.142; H 0.149; H 0.147; H 0.142; H 0.151; O 0.240; C -0.397; O -0.038; C -0.055; O -0.149; C -0.066; C -0.383; O 0.256; O -0.267; H 0.178; H 0.173; H 0.166; H 0.165; H 0.161; C -0.110; H 0.031; H 0.052; H 0.027

***

DFT (ωB97M-V/def2-TZVPD) results for a 2-piece molecular cluster, C23H37N3O8PS2 overall in a non-equilibrium geometry.

Cartesian coordinates (Å):
C1 0.52 5.80 -1.13
C2 0.70 4.28 -0.60
C3 1.54 3.35 -1.60
C4 2.04 2.04 -0.82
N1 0.91 1.22 -0.23
C5 1.61 0.00 0.29
C6 2.03 -0.12 1.80
C7 1.69 1.07 2.84
C8 0.12 1.18 3.18
C9 -0.55 -0.18 3.72
O1 -0.78 -0.11 5.17
C10 -1.89 -0.99 5.53
C11 2.81 -1.42 2.23
P1 3.44 -1.69 3.98
O2 4.23 -3.21 4.18
O3 4.50 -0.41 4.42
S1 2.00 -1.67 5.33
C12 3.09 -2.53 1.14
N2 3.80 -3.78 1.31
S2 3.85 -4.60 -0.19
N3 3.00 -3.55 -1.21
C13 2.63 -2.42 -0.36
C14 1.86 -1.12 -0.79
C15 1.34 -0.94 -2.32
C16 -0.26 -1.27 -2.28
C17 -1.20 0.04 -2.35
C18 -2.05 0.34 -1.02
C19 -3.63 0.10 -1.16
C20 -4.35 1.43 -1.72
O4 -4.52 1.26 -3.18
C21 -5.92 1.36 -3.42
C22 -7.01 0.28 -2.96
O5 -6.32 2.38 -4.06
H1 -0.29 6.31 -0.49
H2 1.54 6.32 -0.97
H3 0.21 5.76 -2.23
H4 -0.33 3.80 -0.46
H5 1.22 4.25 0.43
H6 2.48 3.95 -1.91
H7 0.96 3.03 -2.54
H8 2.76 2.34 0.03
H9 2.68 1.41 -1.55
H10 0.52 1.77 0.54
H11 2.31 0.96 3.79
H12 2.00 2.05 2.33
H13 0.01 1.96 4.03
H14 -0.53 1.55 2.30
H15 0.00 -1.14 3.41
H16 -1.61 -0.25 3.25
H17 -1.66 -1.46 6.56
H18 -2.07 -1.83 4.78
H19 -2.82 -0.30 5.58
H20 5.10 -3.05 4.63
H21 5.26 -0.35 3.79
H22 1.80 -1.80 -2.92
H23 1.57 0.10 -2.74
H24 -0.50 -1.89 -3.23
H25 -0.55 -1.93 -1.38
H26 -1.93 0.01 -3.23
H27 -0.49 0.93 -2.55
H28 -1.62 -0.22 -0.10
H29 -1.90 1.46 -0.77
H30 -3.91 -0.86 -1.74
H31 -4.04 -0.05 -0.08
H32 -3.76 2.40 -1.52
H33 -5.37 1.58 -1.20
H34 -6.55 -0.71 -2.59
H35 -7.63 0.02 -3.89
H36 -7.72 0.72 -2.17
C23 3.19 -6.69 -4.17
O6 3.74 -5.55 -4.16
O7 2.68 -7.01 -2.95
O8 3.06 -7.52 -5.09
H37 2.98 -6.16 -2.56

Output
highest occupied orbital energy: -4.2 eV
total charge: -1
orbital gap: 4.594 eV

The molecule's Löwdin atomic charges, reported in e, are given here: C -0.132; C -0.277; C -0.196; C -0.230; N -0.008; C -0.114; C -0.072; C -0.156; C -0.146; C -0.259; O -0.298; C -0.125; C -0.178; P 0.363; O -0.279; O -0.285; S 0.314; C -0.249; N -0.298; S 0.986; N -0.227; C -0.213; C -0.027; C -0.123; C -0.176; C -0.197; C -0.219; C -0.168; C -0.168; O -0.087; C -0.418; C -0.011; O 0.040; H 0.075; H 0.077; H 0.080; H 0.095; H 0.110; H 0.119; H 0.111; H 0.118; H 0.118; H 0.063; H 0.094; H 0.102; H 0.130; H 0.099; H 0.094; H 0.118; H 0.101; H 0.093; H 0.096; H 0.075; H 0.079; H 0.118; H 0.096; H 0.115; H 0.115; H 0.110; H 0.088; H 0.106; H 0.089; H 0.127; H 0.112; H 0.136; H 0.127; H 0.088; H 0.091; H 0.098; C -0.876; O -0.115; O -0.004; O -0.065; H 0.031

***

Per-record DFT total energy, eV: -7659.7505, -15350.0822, -9901.2891, -46944.8355, -23709.0680, -76254.9665